1.
C3H10OSi in the gas phase in a non-equilibrium geometry, computed with the ωB97M-V functional and the def2-TZVPD basis.

## Properties
energy relative to the best compared isomer or geometry (same formula, charge and spin) = 61.9 kcal per mole
HOMO = -10.19 eV
charge = 0
SMILES = OCCC[SiH3]

Cartesian coordinates (Å):
Si: -2.255 0.474 -0.116
O: 2.957 -0.260 0.263
C: 1.629 0.245 -0.220
C: -0.832 -0.845 -0.203
C: 0.392 -0.245 0.748
H: -1.637 1.772 -0.374
H: 1.751 1.432 -0.262
H: -0.488 -1.050 -1.312
H: -2.802 0.411 1.261
H: 0.034 0.708 1.341
H: 3.592 0.107 -0.449
H: -1.269 -1.841 0.250
H: 0.710 -1.057 1.540
H: 1.509 -0.132 -1.322
H: -3.291 0.282 -1.144

***

2.
A 2-piece molecular cluster, C3H10S2 overall in a non-equilibrium geometry, computed with the ωB97M-V functional and the def2-TZVPD basis.

## Properties
energy relative to the best compared isomer or geometry (same formula, charge and spin) = 10.3 kcal per mole
HOMO = -9.03 eV
charge = 0
SMILES = CSS.CC

Cartesian coordinates (Å):
S: 2.311 0.570 2.852
S: 1.610 -0.449 1.093
C: -1.673 -0.550 -1.862
C: 0.878 1.556 3.293
C: -0.515 -1.336 -2.498
H: 1.128 2.182 4.152
H: 2.339 0.396 0.363
H: -2.278 -1.216 -1.247
H: 0.649 2.239 2.473
H: -2.261 -0.215 -2.716
H: -1.506 0.339 -1.257
H: 0.195 -0.664 -2.985
H: 0.104 -1.983 -1.886
H: -0.956 -1.879 -3.328
H: -0.026 1.009 3.552